Here is C6H6O in the gas phase from OMol25. Energies are from ωB97M-V/def2-TZVPD.

The highest occupied orbital energy comes out at -9.32 eV. As for the LUMO energy: -0.41 eV. The largest force on an atom is 0.83 eV Å⁻¹. The HOMO-LUMO gap is 8.9 eV.

Geometry as ORCA input:
```
! wB97M-V def2-TZVPD RIJCOSX def2/J DEFGRID3
* xyz 0 1
O 0.10 -1.83 1.71
C 0.37 -1.16 0.51
C -0.85 -0.68 -0.31
C -0.15 0.64 -0.57
C -0.12 1.78 -1.27
C 0.91 0.25 0.53
C 1.63 1.27 0.87
H -0.03 -1.18 2.41
H 1.03 -1.80 -0.08
H -1.71 -0.55 0.36
H -1.13 -1.33 -1.14
H -0.72 2.17 -2.09
H 0.68 2.41 -0.92
*
```

Atomic charges from the Löwdin analysis, expressed in e, are listed below: 0.002 -0.344 -0.059 -0.234 0.057 -0.287 0.245 0.105 0.157 0.128 0.117 0.069 0.042



Here is C27H38N7ORuS3Sb as an isolated structure in a non-equilibrium geometry from OMol25. Energies are from ωB97M-V/def2-TZVPD.

The highest occupied orbital energy (spin up / spin down) comes out at -10.14 / -10.33 eV. As for the LUMO energy (spin up / spin down): -2.25 / -3.49 eV. The largest force on an atom is 1.23 eV Å⁻¹. The HOMO-LUMO gap (spin up / spin down) is 7.9 / 6.8 eV. The expectation value of S² is 0.76.

Geometry as ORCA input:
```
! wB97M-V def2-TZVPD RIJCOSX def2/J DEFGRID3
* xyz 1 2
Ru -0.67 0.02 -0.27
C 0.65 -3.99 -1.37
C 0.22 -2.55 -1.42
N 0.20 -1.84 -0.34
N 0.77 -2.39 0.80
C 1.18 -1.48 1.61
S 0.93 0.26 1.37
S 1.96 -1.83 3.13
C 2.59 -3.52 2.88
C 3.82 -3.56 2.03
C 5.05 -3.19 2.56
C 6.19 -3.22 1.77
C 6.11 -3.61 0.44
C 4.88 -3.98 -0.09
C 3.75 -3.96 0.70
C -0.06 -1.94 -2.72
C -0.33 -2.73 -3.84
C -0.42 -2.18 -5.11
C -0.17 -0.82 -5.28
C 0.12 -0.02 -4.19
C 0.15 -0.55 -2.89
O 0.40 0.28 -1.89
H 0.62 -4.36 -0.35
H 1.66 -4.08 -1.76
H 0.00 -4.60 -1.99
H 1.78 -4.13 2.49
H 2.80 -3.85 3.90
H 5.12 -2.88 3.59
H 7.15 -2.93 2.19
H 7.00 -3.63 -0.18
H 4.82 -4.30 -1.13
H 2.79 -4.26 0.30
H -0.49 -3.79 -3.73
H -0.64 -2.81 -5.96
H -0.20 -0.38 -6.27
H 0.34 1.03 -4.31
C -0.23 3.65 4.78
C -0.97 2.47 4.28
N -1.58 1.59 5.01
N -2.09 0.71 4.10
C -1.82 1.01 2.83
S -2.37 0.05 1.53
N -1.11 2.17 2.94
N -0.61 2.92 1.89
H -0.24 3.63 5.87
H -0.68 4.58 4.44
H 0.81 3.63 4.44
H -2.58 -0.11 4.41
H -0.93 3.87 1.97
H 0.41 2.88 1.89
C -5.03 -2.81 -1.19
C -4.35 -1.99 -2.30
C -3.84 -2.90 -3.42
C -5.31 -0.93 -2.86
C -3.19 -1.30 -1.71
N -2.31 -0.76 -1.22
H -5.88 -3.34 -1.63
H -5.40 -2.17 -0.39
H -4.35 -3.55 -0.77
H -4.70 -3.41 -3.87
H -3.16 -3.65 -3.03
H -3.33 -2.33 -4.20
H -6.19 -1.42 -3.25
H -4.84 -0.36 -3.66
H -5.62 -0.23 -2.07
C -2.97 2.48 -3.00
Sb -1.91 2.40 -1.16
C -0.37 3.84 -1.53
C -3.17 3.60 0.07
H -3.19 3.52 -3.24
H -3.90 1.92 -2.91
H -2.35 2.05 -3.78
H -0.57 4.75 -0.95
H -0.33 4.10 -2.58
H 0.58 3.41 -1.24
H -2.87 4.64 -0.01
H -3.11 3.26 1.11
H -4.21 3.51 -0.25
*
```

Atomic charges from the Löwdin analysis, expressed in e, are listed below: 0.678 -0.005 -0.226 -0.108 -0.028 -1.042 0.556 0.911 -0.408 -0.300 -0.051 -0.075 -0.084 -0.076 -0.049 -0.135 -0.052 -0.085 -0.064 -0.014 -0.354 -0.288 0.068 0.103 0.077 0.078 0.081 0.115 0.106 0.104 0.102 0.078 0.104 0.108 0.111 0.119 0.010 -0.316 0.152 0.040 -0.724 0.595 -0.098 0.081 0.095 0.090 0.093 0.162 0.107 0.076 -0.025 -0.568 -0.027 -0.032 -0.067 0.013 0.097 0.094 0.095 0.099 0.089 0.086 0.098 0.087 0.093 -0.292 1.334 -0.301 -0.310 0.018 -0.011 0.003 0.001 0.010 0.001 0.010 -0.026 0.012



Here is an isolated ion of composition C4H8NO and charge +1 in a non-equilibrium geometry from OMol25. Energies are from ωB97M-V/def2-TZVPD.

The highest occupied orbital energy comes out at -15.23 eV. Its SMILES is C=C1[NH2+][C@]1(C)O. As for the LUMO energy: -4.12 eV. The largest force on an atom is 4.91 eV Å⁻¹. The HOMO-LUMO gap is 11.1 eV.

Geometry as ORCA input:
```
! wB97M-V def2-TZVPD RIJCOSX def2/J DEFGRID3
* xyz 1 1
C -0.68 -0.50 0.44
C -1.55 -0.73 1.47
C 0.57 -0.06 -0.06
C 0.89 1.35 -0.28
N -0.60 -0.57 -0.98
O 1.65 -0.82 0.09
H -2.42 -1.33 1.20
H -1.57 -0.48 2.55
H 1.59 1.50 -1.07
H 1.36 1.51 0.64
H 0.09 1.97 -0.41
H -0.62 -1.49 -1.37
H -1.07 0.21 -1.64
H 2.36 -0.56 -0.58
*
```

Atomic charges from the Löwdin analysis, expressed in e, are listed below: -0.191 0.199 -0.491 0.050 0.211 0.125 0.086 0.106 0.108 0.104 0.083 0.165 0.260 0.185



Here is a 2-piece molecular cluster, C3H7BrN2 overall in a non-equilibrium geometry from OMol25. Energies are from ωB97M-V/def2-TZVPD.

The highest occupied orbital energy (spin up / spin down) comes out at -7.29 / -7.64 eV. As for the LUMO energy (spin up / spin down): 0.65 / 0.78 eV. The largest force on an atom is 4.33 eV Å⁻¹. The HOMO-LUMO gap (spin up / spin down) is 7.9 / 8.4 eV.

Geometry as ORCA input:
```
! wB97M-V def2-TZVPD RIJCOSX def2/J DEFGRID3
* xyz 0 1
C -1.37 0.84 -0.52
C -0.03 1.29 -0.07
C -0.20 0.26 -1.12
N 1.35 -1.10 0.92
N 0.41 -1.70 0.18
Br -1.09 -2.14 1.05
H -1.94 0.03 -0.03
H -1.89 1.38 -1.20
H 0.24 2.22 -0.36
H 0.49 0.83 0.84
H 0.20 -0.05 -2.12
H 2.24 -0.76 0.49
H 1.58 -1.09 1.95
*
```

Atomic charges from the Löwdin analysis, expressed in e, are listed below: -0.213 -0.156 -0.122 -0.190 -0.598 0.691 0.031 0.063 0.052 0.097 0.113 0.121 0.113



Here is C3H9NS in the gas phase in a non-equilibrium geometry from OMol25. Energies are from ωB97M-V/def2-TZVPD.

The highest occupied orbital energy comes out at -9.06 eV. Its SMILES is CNCCS. As for the LUMO energy: 1.02 eV. The largest force on an atom is 1.07 eV Å⁻¹. The HOMO-LUMO gap is 10.1 eV.

Geometry as ORCA input:
```
! wB97M-V def2-TZVPD RIJCOSX def2/J DEFGRID3
* xyz 0 1
C -2.45 0.63 -1.52
N -1.60 0.74 -0.32
C -0.41 -0.15 -0.45
C 0.41 0.04 0.82
S 2.08 -0.71 0.68
H -2.41 -0.39 -1.91
H -2.10 1.25 -2.31
H -3.49 0.87 -1.30
H -1.17 1.66 -0.36
H -0.73 -1.19 -0.50
H 0.14 0.09 -1.36
H 0.62 1.09 1.02
H -0.12 -0.50 1.60
H 2.28 -0.89 1.99
*
```

Atomic charges from the Löwdin analysis, expressed in e, are listed below: -0.133 -0.130 -0.341 -0.550 0.665 0.076 0.063 0.069 0.093 0.111 0.107 0.058 0.072 -0.162



Here is C24H61Be3N5O15 as an isolated structure in a non-equilibrium geometry from OMol25. Energies are from ωB97M-V/def2-TZVPD.

The highest occupied orbital energy (spin up / spin down) comes out at -8.22 / -10.29 eV. As for the LUMO energy (spin up / spin down): -4.54 / -4.55 eV. The largest force on an atom is 7.48 eV Å⁻¹. The HOMO-LUMO gap (spin up / spin down) is 3.7 / 5.7 eV. The expectation value of S² is 0.75.

Geometry as ORCA input:
```
! wB97M-V def2-TZVPD RIJCOSX def2/J DEFGRID3
* xyz 1 2
Be -1.31 -2.78 -2.81
Be 2.70 -1.43 -2.18
Be -2.50 0.36 1.16
C -0.56 -0.74 -0.76
O 0.27 -1.15 -1.55
O -0.27 -0.28 0.35
O -1.75 -0.84 -1.07
O 2.69 -3.95 -1.45
C 1.59 -4.71 -1.38
O 0.52 -4.13 -1.53
O 1.64 -5.95 -1.24
H 3.27 -4.69 -1.26
O 1.71 -1.87 -6.03
C 0.84 -2.32 -5.18
O -0.33 -2.53 -5.55
O 1.13 -2.52 -3.99
H 1.04 -1.76 -6.70
C 0.40 -0.35 4.05
C -0.88 0.26 4.53
C -0.81 1.12 5.81
O -0.12 0.46 6.87
C 1.14 1.19 7.32
N -1.51 1.13 3.48
H 1.21 0.33 3.76
H 0.25 -0.91 3.13
H 0.90 -1.03 4.74
H -1.61 -0.52 4.78
H -1.84 1.24 6.15
H -0.41 2.11 5.60
H 0.83 2.22 7.46
H 1.95 1.06 6.60
H 1.42 0.76 8.28
H -0.87 1.89 3.33
H -2.35 1.61 3.76
C -5.47 -1.56 4.09
C -4.27 -1.09 3.28
C -3.29 -2.32 3.08
O -2.24 -1.97 2.13
C -1.18 -2.93 2.12
N -4.78 -0.71 1.92
H -5.93 -2.44 3.63
H -6.19 -0.76 4.23
H -5.10 -1.72 5.10
H -3.86 -0.22 3.80
H -3.82 -3.16 2.63
H -2.92 -2.56 4.08
H -0.80 -3.20 3.10
H -0.29 -2.63 1.56
H -1.38 -3.70 1.38
H -5.02 -1.59 1.48
H -5.72 -0.34 1.91
C -4.73 -0.86 -5.21
C -3.26 -1.02 -4.88
C -2.47 0.25 -5.16
O -2.30 0.44 -6.55
C -1.71 1.68 -6.99
N -3.30 -1.41 -3.46
H -5.19 -1.85 -5.28
H -4.85 -0.55 -6.25
H -5.31 -0.31 -4.47
H -2.90 -1.83 -5.51
H -1.41 0.25 -4.88
H -3.07 1.05 -4.72
H -2.23 2.56 -6.61
H -1.69 1.78 -8.07
H -0.75 1.75 -6.49
H -3.08 -0.64 -2.85
H -4.27 -1.61 -3.26
C 4.26 1.19 -5.77
C 3.71 0.69 -4.42
C 2.31 1.21 -4.13
O 1.96 0.94 -2.78
C 1.26 1.96 -2.10
N 3.80 -0.75 -4.37
H 5.34 1.30 -5.82
H 3.93 2.22 -5.85
H 4.00 0.60 -6.65
H 4.32 1.15 -3.65
H 1.59 0.76 -4.81
H 2.31 2.28 -4.36
H 0.34 2.20 -2.63
H 1.87 2.85 -1.97
H 1.06 1.58 -1.10
H 4.72 -1.01 -4.69
H 3.24 -0.99 -5.17
C 1.86 2.65 1.66
C 1.71 3.20 3.10
C 2.72 4.34 3.57
O 4.03 3.76 3.61
C 4.37 2.84 4.60
N 0.36 3.57 3.20
H 1.85 3.49 0.97
H 1.02 2.06 1.30
H 2.79 2.10 1.51
H 1.82 2.28 3.69
H 2.56 4.62 4.61
H 2.65 5.30 3.07
H 5.43 2.84 4.83
H 4.14 1.86 4.19
H 3.80 2.98 5.52
H 0.18 3.91 4.13
H 0.39 4.48 2.75
C 2.57 -2.39 1.18
O 2.60 -1.18 0.43
H 1.71 -3.04 1.04
H 3.39 -3.08 0.97
H 2.55 -2.14 2.24
H 1.86 -0.66 0.74
*
```

Here are the Löwdin charges for atoms 1 to 99, given in e: 1.150 1.105 0.692 -1.104 -0.046 -0.079 -0.106 0.062 -0.882 -0.043 0.018 0.121 0.133 -0.861 -0.002 -0.041 0.134 -0.036 -0.371 -0.213 -0.195 -0.020 0.041 0.065 0.051 0.092 0.121 0.122 0.102 0.079 0.070 0.083 0.019 0.060 -0.069 -0.405 -0.146 -0.250 -0.091 0.013 0.088 0.083 0.083 0.108 0.130 0.124 0.104 0.052 0.101 0.074 0.077 -0.061 -0.404 -0.193 -0.193 -0.072 0.081 0.087 0.094 0.093 0.130 0.121 0.134 0.083 0.095 0.070 0.062 0.081 -0.034 -0.422 -0.175 -0.222 -0.064 0.096 0.086 0.083 0.090 0.146 0.129 0.132 0.107 0.098 0.076 0.107 0.050 -0.044 -0.439 -0.130 -0.202 -0.117 0.022 0.075 0.057 0.079 0.098 0.111 0.126 0.093 0.080



Here is a 2-piece molecular cluster, C4H8O2Si overall in a non-equilibrium geometry from OMol25. Energies are from ωB97M-V/def2-TZVPD.

The highest occupied orbital energy (spin up / spin down) comes out at -5.85 / -5.85 eV. As for the LUMO energy (spin up / spin down): -0.46 / -0.48 eV. The largest force on an atom is 2.85 eV Å⁻¹. The HOMO-LUMO gap (spin up / spin down) is 5.4 / 5.4 eV.

Geometry as ORCA input:
```
! wB97M-V def2-TZVPD RIJCOSX def2/J DEFGRID3
* xyz 0 1
C -2.79 -0.07 -1.49
C 0.71 -0.01 0.49
C 1.46 0.53 1.64
C 1.32 0.07 -0.91
O -2.33 0.45 -2.47
O -0.17 -0.99 0.74
Si -1.35 -1.77 1.54
H -2.19 -0.26 -0.61
H -3.80 -0.31 -1.39
H 0.70 0.76 2.31
H 1.95 1.49 1.43
H 2.18 -0.15 2.12
H 2.43 0.12 -0.68
H 0.94 0.97 -1.39
H 0.93 -0.85 -1.32
*
```

Atomic charges from the Löwdin analysis, expressed in e, are listed below: -0.128 -0.432 -0.065 -0.024 0.005 -0.568 0.684 -0.006 0.055 0.049 0.091 0.098 0.094 0.073 0.072



Here is C6H9N in the gas phase from OMol25. Energies are from ωB97M-V/def2-TZVPD.

The highest occupied orbital energy comes out at -11.05 eV. Its SMILES is CC1(C#N)CCC1. As for the LUMO energy: 0.84 eV. The largest force on an atom is 0.88 eV Å⁻¹. The HOMO-LUMO gap is 11.9 eV.

Geometry as ORCA input:
```
! wB97M-V def2-TZVPD RIJCOSX def2/J DEFGRID3
* xyz 0 1
C -0.17 -1.68 -0.69
C -0.38 -0.34 0.02
C 0.76 0.11 0.99
C 0.79 1.50 0.30
C -0.12 0.95 -0.82
C -1.69 -0.32 0.67
N -2.74 -0.28 1.16
H -0.92 -1.84 -1.47
H -0.23 -2.51 0.02
H 0.83 -1.69 -1.15
H 1.66 -0.47 0.81
H 0.53 0.08 2.05
H 0.28 2.26 0.90
H 1.78 1.86 0.00
H -1.01 1.54 -1.08
H 0.43 0.71 -1.73
*
```

Atomic charges from the Löwdin analysis, expressed in e, are listed below: -0.039 -0.487 -0.115 -0.150 -0.111 -0.181 0.157 0.091 0.091 0.084 0.111 0.113 0.108 0.103 0.114 0.112



Here is a 12-piece molecular cluster, C18H60N18O12 overall in a non-equilibrium geometry from OMol25. Energies are from ωB97M-V/def2-TZVPD.

The highest occupied orbital energy comes out at -9.51 eV. Its SMILES is NC(N)=O.NC(N)=O.NC(N)=O.NC(N)=O.NC(N)=O.NC(N)=O.NC(N)=O.NC(N)=O.NC(N)=O.CC(C)O.CC(C)O.CC(C)O. As for the LUMO energy: -0.23 eV. The largest force on an atom is 8.33 eV Å⁻¹. The HOMO-LUMO gap is 9.3 eV.

Geometry as ORCA input:
```
! wB97M-V def2-TZVPD RIJCOSX def2/J DEFGRID3
* xyz 0 1
C 7.15 14.43 -4.47
C 8.62 14.76 -4.54
C 8.90 15.83 -3.60
O 9.26 13.52 -4.16
H 6.86 13.90 -3.56
H 6.86 13.83 -5.33
H 6.56 15.34 -4.44
H 8.82 14.96 -5.59
H 8.25 16.67 -3.84
H 9.95 16.12 -3.63
H 8.53 15.74 -2.59
H 10.15 13.53 -4.52
C -0.23 15.08 -3.12
C -0.75 16.51 -3.20
C -0.90 17.06 -4.54
O -2.12 16.34 -2.76
H -0.66 14.48 -2.32
H 0.80 15.07 -2.78
H -0.28 14.57 -4.09
H -0.22 17.11 -2.46
H -1.32 16.29 -5.19
H 0.04 17.46 -4.91
H -1.58 17.91 -4.69
H -2.64 16.49 -3.55
C 2.88 15.60 -11.22
C 2.43 14.48 -12.18
C 3.29 13.18 -12.09
O 1.11 14.13 -11.76
H 2.44 16.51 -11.64
H 3.91 15.97 -11.29
H 2.81 15.49 -10.14
H 2.39 14.92 -13.18
H 2.97 12.38 -12.76
H 3.41 12.98 -11.03
H 4.33 13.51 -12.03
H 0.67 14.98 -11.66
C -1.68 8.07 -7.77
O -2.87 8.20 -7.55
N -1.06 8.60 -8.77
N -0.88 7.26 -7.22
H -0.14 8.30 -9.05
H -1.34 9.51 -9.11
H -1.26 6.78 -6.42
H 0.09 7.11 -7.45
C 11.45 10.41 -11.76
O 11.06 11.54 -11.78
N 11.31 9.57 -12.77
N 11.77 9.75 -10.69
H 11.50 8.58 -12.66
H 10.88 9.81 -13.65
H 11.91 8.76 -10.82
H 12.20 10.30 -9.95
C -2.65 20.91 -11.38
O -2.53 19.67 -11.38
N -1.74 21.80 -11.79
N -3.69 21.57 -11.01
H -1.83 22.80 -11.71
H -0.90 21.37 -12.16
H -3.78 22.55 -11.26
H -4.45 20.97 -10.72
C -1.15 10.82 -17.98
O -0.76 11.92 -18.34
N -1.93 10.01 -18.76
N -1.15 10.34 -16.74
H -2.11 10.36 -19.69
H -2.12 9.04 -18.56
H -1.19 11.04 -16.01
H -1.54 9.46 -16.44
C -7.56 13.47 -10.51
O -8.04 13.19 -11.56
N -6.47 14.17 -10.34
N -8.10 13.22 -9.40
H -6.02 14.43 -11.21
H -6.45 14.63 -9.44
H -9.01 12.84 -9.60
H -7.76 13.47 -8.48
C 3.74 19.89 -17.75
O 3.04 20.50 -16.93
N 3.54 19.90 -19.04
N 4.57 18.96 -17.42
H 2.73 20.42 -19.36
H 4.19 19.42 -19.64
H 5.07 18.60 -18.21
H 4.65 18.51 -16.52
C 10.84 17.80 -13.74
O 10.86 18.95 -14.21
N 10.39 16.73 -14.35
N 11.02 17.56 -12.54
H 9.78 16.75 -15.16
H 10.35 15.95 -13.72
H 11.37 18.21 -11.85
H 10.76 16.61 -12.31
C 5.66 6.30 -18.11
O 6.34 6.40 -19.07
N 5.18 5.17 -17.62
N 5.40 7.23 -17.27
H 4.30 5.09 -17.12
H 5.55 4.41 -18.17
H 5.68 8.18 -17.45
H 4.80 6.96 -16.49
C 5.71 5.29 -10.13
O 4.66 5.49 -9.49
N 6.62 6.20 -10.41
N 6.13 4.05 -10.34
H 6.38 7.08 -9.98
H 7.43 6.12 -11.00
H 6.90 4.00 -10.99
H 5.51 3.27 -10.15
*
```

Here are the Löwdin charges for atoms 1 to 99, given in e: -0.073 -0.514 -0.087 -0.056 0.088 0.081 0.077 0.141 0.083 0.087 0.095 0.079 -0.058 -0.474 -0.087 -0.078 0.080 0.068 0.078 0.137 0.092 0.091 0.088 0.064 -0.075 -0.462 -0.047 -0.066 0.075 0.068 0.084 0.127 0.079 0.073 0.066 0.078 -0.825 0.041 0.148 0.161 0.108 0.120 0.127 0.121 -0.796 0.053 0.147 0.154 0.099 0.117 0.103 0.123 -0.748 -0.004 0.142 0.150 0.106 0.115 0.114 0.125 -0.714 0.036 0.131 0.133 0.105 0.096 0.113 0.100 -0.878 0.071 0.161 0.163 0.123 0.108 0.130 0.121 -0.780 0.004 0.154 0.158 0.125 0.108 0.104 0.128 -0.812 0.010 0.156 0.171 0.122 0.097 0.141 0.114 -0.834 0.083 0.137 0.159 0.106 0.112 0.126



Here is an isolated ion of composition C4H4ClO4S and charge -1 in a non-equilibrium geometry from OMol25. Energies are from ωB97M-V/def2-TZVPD.

The highest occupied orbital energy (spin up / spin down) comes out at -4.74 / -4.74 eV. As for the LUMO energy (spin up / spin down): 2.71 / 2.71 eV. The largest force on an atom is 3.99 eV Å⁻¹. The HOMO-LUMO gap (spin up / spin down) is 7.5 / 7.5 eV.

Geometry as ORCA input:
```
! wB97M-V def2-TZVPD RIJCOSX def2/J DEFGRID3
* xyz -1 1
C -0.10 -1.61 -2.22
C 0.54 0.81 -0.04
C -0.10 -0.54 0.22
C -0.48 -0.55 -1.25
O -1.20 -2.09 -2.59
O 0.98 -1.80 -2.75
O -2.03 0.54 -3.03
O -2.42 1.02 -0.64
S -2.07 0.05 -1.64
Cl -3.75 -1.19 -1.59
H -0.14 1.67 0.03
H 1.64 0.63 -0.32
H 0.60 -1.26 0.58
H -1.11 -0.53 0.64
*
```

Atomic charges from the Löwdin analysis, expressed in e, are listed below: -0.760 0.080 -0.259 -0.261 -0.104 -0.006 -0.365 -0.413 0.401 0.319 0.062 0.106 0.101 0.097